{"formula": "C3H6N3O3", "method": "the ωB97M-V functional and the def2-TZVPD basis", "homo_ev": [-2.96, -2.84], "largest_force_ha_per_bohr": 0.0938, "lumo_energy_ev": [3.771, 3.771], "gap_ev": [6.7, 6.6], "total_charge": -1, "spin_multiplicity": 1, "elements": ["O", "O", "O", "N", "N", "N", "C", "C", "C", "H", "H", "H", "H", "H", "H"], "xyz": [[4.46, 0.31, 0.79], [0.27, -0.93, 0.41], [3.88, 0.49, -1.36], [3.67, 0.20, -0.17], [2.50, -0.34, 0.16], [0.03, 1.93, -0.13], [1.29, -0.05, 0.18], [0.61, -2.26, 0.15], [0.96, 2.89, -0.30], [0.97, -2.72, 1.10], [0.49, 3.78, -0.71], [1.38, 3.44, 0.62], [-0.31, -2.69, -0.20], [1.78, 2.49, -0.91], [1.53, -2.42, -0.43]], "nbo_charge": [-0.4643, -0.5105, -0.4648, 0.6155, -0.4688, -0.4215, 0.4807, -0.2860, -0.5153, 0.1622, 0.1921, 0.1085, 0.1819, 0.1956, 0.1947]}

{"formula": "C35H28N6RuS", "method": "the ωB97M-V functional and the def2-TZVPD basis", "homo_ev": [-10.81, -10.78], "largest_force_ha_per_bohr": 0.0121, "lumo_energy_ev": [-3.438, -4.450], "s_squared": 0.767, "gap_ev": [7.4, 6.3], "total_charge": 1, "spin_multiplicity": 2, "elements": ["Ru", "S", "N", "N", "N", "N", "N", "N", "C", "C", "C", "C", "C", "C", "C", "C", "C", "C", "C", "C", "C", "C", "C", "C", "C", "C", "C", "C", "C", "C", "C", "C", "C", "C", "C", "C", "C", "C", "C", "C", "C", "C", "C", "H", "H", "H", "H", "H", "H", "H", "H", "H", "H", "H", "H", "H", "H", "H", "H", "H", "H", "H", "H", "H", "H", "H", "H", "H", "H", "H", "H"], "xyz": [[-0.10, 0.16, -0.33], [-1.03, 3.29, -3.54], [1.94, 0.13, -0.76], [-2.09, -1.88, 1.47], [-0.36, 2.03, -1.40], [2.33, -2.17, -0.11], [0.12, -1.59, 0.61], [-1.93, 0.39, 0.62], [-2.60, -0.64, 1.21], [2.52, 1.26, -1.27], [2.30, 5.23, 1.89], [4.01, -1.00, -1.22], [0.92, -3.69, 1.15], [0.09, 6.09, -0.82], [0.90, 5.80, 1.60], [-0.99, -4.65, 2.28], [-0.49, 4.22, -2.17], [0.27, 3.88, 0.10], [1.22, -2.41, 0.49], [2.70, -0.99, -0.69], [-0.07, 5.37, 2.71], [0.41, 5.26, 0.26], [-0.36, 5.59, -2.03], [-1.51, 0.11, -4.30], [-1.04, 0.49, -3.05], [-0.39, -3.60, 1.62], [-0.80, 1.85, -2.62], [-0.75, -0.47, -2.05], [-4.56, 0.74, 1.52], [-0.88, -2.27, 1.24], [-0.23, -5.80, 2.47], [-0.18, 3.37, -1.11], [3.80, 1.31, -1.75], [-0.95, -1.82, -2.35], [-3.84, 1.81, 0.99], [-3.94, -0.47, 1.63], [-1.42, -2.19, -3.61], [4.56, 0.13, -1.75], [1.68, -4.83, 1.33], [0.99, 7.33, 1.61], [-1.70, -1.23, -4.58], [1.08, -5.89, 2.00], [-2.57, 1.59, 0.55], [-2.01, -4.58, 2.64], [-0.60, 6.27, -2.85], [-2.06, -1.53, -5.55], [5.57, 0.12, -2.14], [1.92, 2.14, -1.26], [1.70, 7.70, 0.86], [2.67, 5.62, 2.84], [-0.13, 4.29, 2.79], [0.02, 7.79, 1.43], [-1.57, -3.24, -3.83], [4.54, -1.93, -1.16], [3.01, 5.52, 1.11], [0.27, 5.76, 3.67], [2.29, 4.14, 1.96], [-1.72, 0.86, -5.05], [-5.58, 0.86, 1.85], [-4.42, -1.34, 2.05], [-1.07, 5.76, 2.51], [-4.27, 2.80, 0.90], [1.35, 7.66, 2.58], [4.19, 2.24, -2.12], [-0.66, -6.65, 2.99], [1.64, -6.80, 2.17], [0.19, 7.16, -0.72], [-1.99, 2.40, 0.14], [-0.74, -2.59, -1.62], [0.51, 3.20, 0.91], [2.69, -4.89, 0.96]], "mulliken_charge": [0.1025, -0.3880, 0.3671, -0.4936, 1.0883, -0.4904, 0.1565, 0.3669, 0.2909, -0.6411, -1.6126, -0.4689, 0.4761, -0.2732, 2.0308, -0.1979, 1.2313, 0.2742, -0.4475, 0.2810, -1.5992, 0.0007, -1.4226, -0.9703, 0.1042, 0.4903, 0.5178, 1.3351, -0.4535, -0.4485, -0.6628, -1.6132, -1.2409, -0.4207, -1.2705, -0.4808, -0.8729, -0.4600, -0.2024, -2.1719, -0.8073, -0.6569, -0.6551, 0.5518, 0.4474, 0.4064, 0.4254, 0.7844, 0.4315, 0.4624, 0.3198, 0.4331, 0.4699, 0.5170, 0.3489, 0.4609, 0.3178, 0.4458, 0.4303, 0.5214, 0.3520, 0.4889, 0.4286, 0.4877, 0.4182, 0.4215, 0.5637, 0.8054, 0.3518, 0.6683, 0.5484]}

{"formula": "C3H3BrO2", "method": "the ωB97M-V functional and the def2-TZVPD basis", "homo_ev": -9.89, "smiles": "O=C[C@@]1(Br)CO1", "largest_force_ha_per_bohr": 0.1152, "lumo_energy_ev": 0.507, "gap_ev": 10.4, "spin_multiplicity": 1, "elements": ["Br", "O", "O", "C", "C", "C", "H", "H", "H"], "xyz": [[2.33, -0.04, 0.34], [-1.30, 1.93, -0.26], [0.08, -0.54, -1.41], [-0.45, 1.51, 0.38], [0.44, 0.05, -0.22], [-0.24, -1.25, -0.24], [0.46, -2.07, -0.08], [-0.04, 1.85, 1.36], [-1.28, -1.44, 0.12]], "nbo_charge": [-0.0272, -0.4527, -0.4532, 0.4760, 0.0663, -0.1366, 0.1892, 0.1410, 0.1973]}

{"formula": "C48H55AsKNP2", "method": "the ωB97M-V functional and the def2-TZVPD basis", "homo_ev": -5.94, "largest_force_ha_per_bohr": 0.0290, "lumo_energy_ev": 0.006, "gap_ev": 5.9, "spin_multiplicity": 1, "elements": ["As", "K", "P", "P", "N", "C", "C", "C", "C", "C", "C", "C", "C", "C", "C", "C", "C", "C", "C", "C", "C", "C", "C", "C", "C", "C", "C", "C", "C", "C", "C", "C", "C", "C", "C", "C", "C", "C", "C", "C", "C", "C", "C", "C", "C", "C", "C", "C", "C", "C", "C", "C", "C", "H", "H", "H", "H", "H", "H", "H", "H", "H", "H", "H", "H", "H", "H", "H", "H", "H", "H", "H", "H", "H", "H", "H", "H", "H", "H", "H", "H", "H", "H", "H", "H", "H", "H", "H", "H", "H", "H", "H", "H", "H", "H", "H", "H", "H", "H", "H", "H", "H", "H", "H", "H", "H", "H", "H"], "xyz": [[-6.56, -2.29, 1.96], [-0.27, 0.88, 0.66], [2.64, -0.06, 0.42], [-3.12, 0.06, -0.09], [0.65, -0.03, 2.58], [-8.10, -1.02, 5.63], [2.89, -0.75, 2.08], [-5.69, -0.99, 0.77], [-5.39, -0.38, -3.52], [-3.40, 2.69, -0.97], [-7.06, -1.14, 3.45], [2.97, 2.68, 0.64], [-4.65, -1.33, -4.22], [-8.31, -2.30, 1.08], [-3.47, -1.83, -3.69], [-2.72, 0.54, 5.07], [4.22, -1.93, 3.77], [3.14, -1.81, 4.65], [-10.31, -1.19, 0.32], [-10.78, -2.38, -0.21], [-4.57, 3.64, 1.35], [4.90, -1.40, -0.94], [-3.71, 4.03, -0.85], [5.51, -2.60, 4.20], [-3.76, -0.43, -1.74], [-0.59, 1.32, 4.19], [-0.43, 0.13, 3.45], [-3.70, 1.79, 0.06], [-8.79, -3.49, 0.55], [2.73, -2.64, -0.59], [-4.19, -0.89, 1.07], [-9.08, -1.14, 0.96], [-7.96, 0.36, 5.64], [-6.91, 0.24, 3.48], [-4.94, 0.06, -2.28], [-2.56, -0.63, 4.33], [-1.72, 1.50, 4.98], [-4.27, 2.29, 1.23], [-3.92, 0.75, 5.96], [-3.03, -1.38, -2.46], [0.49, 2.37, 4.14], [5.04, 1.38, 1.18], [3.38, -1.27, -0.80], [-10.02, -3.54, -0.10], [1.97, -1.18, 4.29], [-1.44, -0.85, 3.53], [4.06, -1.40, 2.50], [-7.66, -1.77, 4.55], [-7.36, 0.99, 4.56], [-4.30, 4.52, 0.31], [3.79, 1.42, 0.31], [-1.26, -2.15, 2.79], [1.79, -0.63, 2.99], [2.12, 2.79, -0.04], [-3.61, 0.94, 6.99], [-8.57, -1.52, 6.47], [5.35, -1.89, -0.08], [-3.48, 4.71, -1.67], [-8.31, 0.94, 6.48], [-10.91, -0.29, 0.23], [3.24, -2.22, 5.66], [1.15, -1.11, 5.00], [4.89, -1.47, 1.82], [-4.46, 1.63, 2.06], [3.59, 3.58, 0.56], [-5.01, 4.02, 2.27], [-7.24, 2.07, 4.56], [-7.78, -2.84, 4.55], [-6.20, -0.02, 0.80], [5.60, 2.31, 1.08], [-4.53, 5.57, 0.41], [-5.52, 0.80, -1.74], [-6.45, 0.75, 2.64], [-0.38, -2.69, 3.16], [-3.75, -1.89, 1.06], [1.64, -2.56, -0.57], [3.05, -3.06, 0.37], [-2.95, 2.31, -1.89], [5.12, -2.01, -1.82], [0.24, 3.22, 4.77], [3.01, -3.33, -1.38], [5.39, -0.43, -1.08], [3.01, -0.87, -1.75], [-4.51, 1.62, 5.63], [-11.74, -2.42, -0.71], [6.14, -2.83, 3.33], [4.08, 1.46, -0.74], [-1.08, -1.98, 1.72], [5.70, 0.56, 0.92], [-5.00, -1.67, -5.19], [-5.84, -1.39, -0.23], [5.32, -3.53, 4.74], [4.77, 1.27, 2.24], [2.59, 2.63, 1.66], [6.10, -1.95, 4.86], [-2.90, -2.56, -4.24], [1.45, 1.95, 4.48], [-3.32, -1.40, 4.40], [-6.31, 0.01, -3.93], [-8.74, -0.21, 1.39], [-3.99, -0.49, 2.07], [-10.38, -4.47, -0.50], [-2.14, -2.78, 2.90], [0.66, 2.72, 3.12], [-2.10, -1.76, -2.04], [-4.58, -0.12, 5.95], [-1.82, 2.42, 5.55], [-8.19, -4.39, 0.64]], "mulliken_charge": [0.2389, 0.8849, 0.0384, 0.3488, 1.0674, -0.6163, 0.7079, -1.0109, -0.6271, -0.9064, 0.2753, -1.4046, -0.5165, 0.2594, -0.5724, 1.0121, 0.2857, -1.0250, -0.6812, -0.4105, -0.6965, -1.4611, -0.7251, -1.6633, 0.3066, 1.5203, -0.7954, 0.3575, -0.4680, -1.4282, -0.2641, -0.0313, -0.5597, 0.6152, -0.2971, -0.9328, -1.2180, -0.0724, -1.7924, -0.5224, -1.3455, -1.5588, 0.5195, -0.5575, -0.5077, 1.4660, 0.7085, -0.5941, -0.8904, -0.5865, 0.3969, -1.6367, -1.7374, 0.2696, 0.4528, 0.3846, 0.2155, 0.4287, 0.3860, 0.3866, 0.3683, 0.4064, -0.1094, 0.3066, 0.4753, 0.4744, 0.4682, 0.3950, 0.2650, 0.4964, 0.3928, 0.3564, 0.0218, 0.4965, 0.7048, 0.2346, 0.2631, 0.4644, 0.4900, 0.4110, 0.4484, 0.2969, 0.4513, 0.3177, 0.3758, 0.3493, 0.5068, 0.1884, 0.2684, 0.3800, 0.8677, 0.3742, 0.2963, 0.1855, 0.3030, 0.4149, 0.2617, 0.2818, 0.4092, 0.2954, -0.4119, 0.3702, 0.3982, 0.0795, 0.4396, 0.3249, 0.3724, 0.3524]}

{"formula": "C25H22F6NO6OsS2", "method": "the ωB97M-V functional and the def2-TZVPD basis", "homo_ev": [-11.74, -11.74], "largest_force_ha_per_bohr": 0.0163, "lumo_energy_ev": [-4.929, -4.931], "gap_ev": [6.8, 6.8], "total_charge": 1, "spin_multiplicity": 1, "elements": ["Os", "S", "S", "F", "F", "F", "F", "F", "F", "O", "O", "O", "O", "O", "O", "N", "C", "C", "C", "C", "C", "C", "C", "C", "C", "C", "C", "C", "C", "C", "C", "C", "C", "C", "C", "C", "C", "C", "C", "C", "C", "H", "H", "H", "H", "H", "H", "H", "H", "H", "H", "H", "H", "H", "H", "H", "H", "H", "H", "H", "H", "H", "H"], "xyz": [[0.93, -1.34, 0.27], [2.38, -1.58, -1.22], [2.43, 1.36, 1.69], [1.25, -4.13, 0.88], [2.26, -4.09, 3.34], [2.76, -2.00, 3.19], [-1.98, 4.91, 0.40], [0.21, -2.77, 2.28], [3.63, -3.42, 1.80], [9.14, -0.96, -1.52], [8.75, -0.47, 0.60], [1.90, -0.07, 1.63], [-2.32, -3.20, -1.44], [-0.34, 0.29, -0.07], [-0.39, -2.53, -0.63], [-4.42, 0.07, -0.51], [8.32, -0.80, -0.47], [4.64, -0.88, 0.31], [-2.41, 1.37, -0.14], [-6.48, 1.21, -1.15], [2.52, -3.10, 2.48], [-3.95, 3.68, 0.07], [1.08, 2.29, 2.39], [-2.56, 3.72, 0.19], [1.35, -2.94, 1.49], [2.47, 2.04, 0.03], [-4.59, 2.48, -0.16], [4.10, -1.37, -0.87], [-2.28, -1.01, -0.60], [-6.08, 2.44, -0.36], [-3.66, -0.99, -0.69], [-1.79, 2.60, 0.08], [-5.91, -0.03, -0.48], [-3.81, 1.31, -0.26], [4.91, -1.70, -1.95], [-6.42, -1.32, -1.11], [6.01, -0.70, 0.40], [6.84, -1.03, -0.68], [6.28, -1.54, -1.85], [-1.64, -2.35, -0.93], [-1.61, 0.17, -0.26], [-7.51, -1.28, -1.11], [0.99, 1.98, 3.43], [-0.71, 2.67, 0.13], [-6.13, -2.21, -0.56], [2.54, 3.13, 0.12], [1.32, 3.35, 2.34], [-6.40, 3.35, -0.87], [1.56, 1.75, -0.49], [-4.51, 4.60, 0.14], [-6.09, -1.41, -2.15], [0.17, 2.05, 1.84], [-7.57, 1.12, -1.20], [-6.18, -0.02, 0.58], [4.48, -2.09, -2.87], [-6.11, 1.27, -2.18], [6.47, -0.33, 1.30], [-4.14, -1.93, -0.93], [6.89, -1.83, -2.69], [3.36, 1.66, -0.46], [-6.58, 2.44, 0.61], [8.65, -1.19, -2.32], [4.02, -0.67, 1.16]], "nbo_charge": [1.0146, 0.4344, 1.2888, -0.3058, -0.2971, -0.3112, -0.3049, -0.3408, -0.3132, -0.6433, -0.5326, -0.9638, -0.5851, -0.7386, -0.7111, -0.3105, 0.7667, -0.2380, -0.1438, -0.4072, 0.9121, -0.2175, -0.8152, 0.3995, 0.4285, -0.8349, -0.0153, -0.1590, -0.3212, -0.4265, 0.1801, -0.2160, -0.0259, 0.2327, -0.2196, -0.6318, -0.1464, -0.1378, -0.1743, 0.7890, 0.4873, 0.2450, 0.2643, 0.2285, 0.2302, 0.2592, 0.2510, 0.2410, 0.2565, 0.2464, 0.2287, 0.2467, 0.2395, 0.2115, 0.2384, 0.2186, 0.2582, 0.2677, 0.2137, 0.2589, 0.2317, 0.4824, 0.2365]}

{"formula": "C34H40BBrMnN8O2", "method": "the ωB97M-V functional and the def2-TZVPD basis", "homo_ev": [-11.09, -11.09], "largest_force_ha_per_bohr": 0.0090, "lumo_energy_ev": [-4.200, -3.419], "s_squared": 6.048, "gap_ev": [6.9, 7.7], "total_charge": 1, "spin_multiplicity": 5, "elements": ["Br", "Mn", "O", "O", "N", "N", "N", "N", "N", "N", "N", "N", "C", "C", "C", "C", "C", "C", "C", "C", "C", "C", "C", "C", "C", "C", "C", "C", "C", "C", "C", "C", "C", "C", "C", "C", "C", "C", "C", "C", "C", "C", "C", "C", "C", "C", "B", "H", "H", "H", "H", "H", "H", "H", "H", "H", "H", "H", "H", "H", "H", "H", "H", "H", "H", "H", "H", "H", "H", "H", "H", "H", "H", "H", "H", "H", "H", "H", "H", "H", "H", "H", "H", "H", "H", "H", "H"], "xyz": [[-2.33, -5.70, -0.94], [-0.15, -0.14, -0.26], [-1.11, -3.07, -1.75], [-0.04, -1.97, -0.13], [-0.37, -0.31, 2.11], [-2.23, -0.02, -0.44], [2.42, 0.43, 0.86], [-0.02, 1.93, -0.11], [-0.60, -0.44, -2.56], [0.74, 2.26, 0.97], [1.96, -0.09, -0.31], [0.63, 0.41, 2.66], [-0.64, -5.52, -0.13], [1.09, -6.59, 1.15], [0.70, 0.22, 3.99], [-0.08, 4.14, 0.19], [-0.95, -0.97, 3.13], [-2.63, 2.85, -2.10], [-2.14, -1.90, 3.11], [-2.83, -0.36, -1.62], [-2.97, 0.37, 0.57], [2.36, -2.54, -2.53], [-4.23, -0.40, -1.74], [-0.46, -3.06, -0.73], [-0.50, 3.09, -0.61], [0.04, -4.31, -0.06], [-0.29, -0.66, 4.33], [3.12, -1.23, -2.30], [-1.21, 3.38, -1.92], [-4.38, 0.38, 0.52], [3.72, 0.20, 1.00], [-0.31, 3.07, -3.11], [1.25, -4.25, 0.64], [-4.80, -0.70, -3.00], [1.78, -5.38, 1.24], [-0.12, -6.65, 0.48], [-3.39, -1.19, 3.66], [-5.00, -0.04, -0.62], [-2.02, -0.55, -2.76], [-2.42, -2.64, 1.82], [-4.00, -0.90, -4.09], [4.16, -0.49, -0.11], [0.71, 3.58, 1.17], [2.80, -0.17, -3.36], [3.03, -0.66, -0.91], [-2.60, -0.81, -3.97], [1.56, 1.27, 1.82], [-2.63, -1.98, 0.98], [2.72, -5.32, 1.77], [3.36, 0.75, -3.18], [3.06, -0.54, -4.35], [5.16, -0.80, -0.34], [-0.53, -1.04, 5.31], [-1.57, -3.26, 1.55], [-5.88, -0.75, -3.09], [1.26, 4.02, 1.98], [-1.97, -0.95, -4.84], [-2.44, 0.66, 1.47], [-1.31, 4.47, -1.88], [1.76, -3.30, 0.72], [-3.18, -0.68, 4.60], [1.29, -2.41, -2.40], [0.62, 3.62, -3.05], [-0.29, 5.19, 0.04], [4.18, -1.47, -2.41], [-3.15, 3.47, -2.83], [1.49, -7.48, 1.62], [-3.78, -0.45, 2.96], [1.45, 0.72, 4.58], [-0.07, 2.01, -3.14], [-2.63, 1.84, -2.50], [-4.18, -1.92, 3.84], [-3.28, -3.29, 1.95], [-0.67, -7.58, 0.43], [-3.20, 2.87, -1.17], [-6.08, -0.06, -0.69], [4.25, 0.57, 1.86], [2.28, 1.89, 2.55], [1.75, 0.09, -3.36], [-1.89, -2.66, 3.86], [2.68, -3.31, -1.83], [-4.44, -1.11, -5.05], [-0.81, 3.34, -4.04], [-0.18, 0.09, -3.33], [-0.23, -1.39, -2.60], [2.53, -2.90, -3.54], [-4.94, 0.70, 1.39]], "mulliken_charge": [-0.1329, 0.4038, -0.5619, 0.5910, 0.6536, 1.8442, 0.3650, 1.1299, -1.0647, 0.1067, 0.9003, -0.1820, 0.3734, -0.5357, -0.3328, -1.4918, -0.2142, -1.2642, 0.6152, -0.3112, -1.3465, -1.3914, 1.4377, 0.2576, 0.1512, -0.2446, -1.4731, 0.4176, 0.4207, -1.0651, -0.3691, -1.3210, -0.2210, -1.0111, -1.1178, -0.5798, -1.4678, -1.4151, -0.2646, -0.8501, -1.0438, -1.5757, -0.3702, -1.0981, 0.3400, -0.3732, -0.4526, 0.0634, 0.4320, 0.3967, 0.4695, 0.5538, 0.6111, -0.2170, 0.4856, 0.5017, 0.5296, 1.0183, 0.5614, 0.4748, 0.4210, 0.3642, 0.4264, 0.5275, 0.4238, 0.5372, 0.4083, 0.1266, 0.5252, 0.1579, 0.1269, 0.4427, 0.6464, 0.4423, 0.2729, 0.4950, 0.5129, -0.1369, 0.0963, 0.6802, 0.3714, 0.4396, 0.4257, 0.4521, 0.0107, 0.4642, 0.5935]}

Computed values of relative energy (zero: lowest compared OMol25 entry of this formula, charge and spin) (unit: kJ/mol) for the preceding records, in sequence: 896.3 0.6 194.9 24.3 111.6 0.0.
Computed values of electronic energy (unit: Eh) for the preceding records, in sequence: -507.60404 -2172.07217 -2840.51108 -5435.25823 -2958.13017 -5658.00996.